Below is a single C5H13OP molecule, with properties calculated with the ωB97M-V functional and the def2-TZVPD basis.

Structure (XYZ):
```
20
Properties=species:S:1:pos:R:3:forces:R:3
C -1.1753 -1.6316 -0.4257 -0.64 -0.42 0.22
C -2.2558 0.4637 0.1102 -0.32 -0.45 0.26
C 0.7690 1.8853 0.4308 0.83 0.11 -3.34
C 2.1649 -0.7908 -0.4302 -3.20 2.37 0.12
C -1.0062 -0.3702 0.2852 0.84 3.08 -0.98
O 2.9314 -0.2782 0.6087 -0.48 -0.97 0.42
P 0.4144 0.5894 -0.8752 0.61 -1.67 2.30
H -1.6573 -2.3651 0.1816 -0.38 -0.84 0.25
H -1.7719 -1.4138 -1.2967 -0.21 -0.34 -0.48
H -0.2247 -1.9337 -0.7363 1.18 -1.34 -0.63
H -2.4272 0.4056 -0.9453 -0.57 0.83 -0.69
H -2.1383 1.4531 0.5045 0.02 0.77 -0.15
H -3.1557 0.0602 0.5955 0.27 -0.28 0.08
H 0.9840 1.3971 1.2871 -0.05 -1.49 3.17
H -0.0627 2.5330 0.3964 -0.93 0.78 0.53
H 1.6728 2.4535 0.2701 0.23 0.41 -0.65
H 2.6547 -0.8096 -1.3697 0.49 -0.39 -0.78
H 1.5346 -1.6555 -0.1926 1.04 0.06 0.29
H -0.8074 -0.3361 1.3442 0.92 -0.61 0.31
H 3.5567 0.3438 0.2572 0.37 0.38 -0.26
```
Positions in Å, forces in eV/Å.

Properties
- largest force on an atom (eV Å⁻¹) = 4.0
- E_HOMO (eV) = -8.12
- LUMO energy (Ha) = 0.02929
- frontier orbital gap (eV) = 8.9
- SMILES = CC(C)P(C)CO
- energy relative to the best compared isomer or geometry (same formula, charge and spin) (kJ/mol) = 248.7

=====

Below is CFO4STl as an isolated structure, with properties calculated with the ωB97M-V functional and the def2-TZVPD basis.

Structure (XYZ):
```
8
Properties=species:S:1:pos:R:3:forces:R:3
S 1.9727 0.0952 -0.3951 0.21 -2.69 1.13
F 2.0726 0.0293 1.3264 -0.25 0.29 -1.50
O 1.7911 -1.3343 -0.7326 0.22 2.25 0.30
O 0.6331 0.8111 -0.5139 1.18 -0.75 1.73
C -1.9350 -0.3917 0.7798 -0.32 -1.22 0.71
O -2.2914 0.2970 -0.0874 0.21 0.37 -0.12
O -1.6939 -1.1447 1.6293 0.14 0.84 -0.60
Tl -0.5492 1.6382 -2.0064 -1.39 0.92 -1.66
```
Positions in Å, forces in eV/Å.

Properties
- largest force on an atom (eV Å⁻¹) = 2.9
- E_HOMO (eV) = -9.97
- LUMO energy (Ha) = -0.02466
- frontier orbital gap (eV) = 9.3
- energy relative to the best compared isomer or geometry (same formula, charge and spin) (kJ/mol) = 0.0

=====

Below is a 2-piece molecular cluster, C6H11BrN2SSi overall, with properties calculated with the ωB97M-V functional and the def2-TZVPD basis.

Structure (XYZ):
```
22
Properties=species:S:1:pos:R:3:forces:R:3
C 0.1160 1.9165 -0.1912 0.29 0.68 -0.16
C -0.8218 2.8842 -0.2071 0.37 0.10 -0.05
C -1.8412 0.9535 0.2197 -0.06 0.26 0.04
C -0.5849 -2.1343 -1.1292 0.08 0.19 0.66
C 0.2158 -1.4092 2.0577 0.00 0.07 -0.54
C 2.7248 -0.4178 -1.0763 -2.30 -0.45 1.27
N -0.5103 0.7190 0.0709 -0.45 0.14 -0.05
N -2.0406 2.2817 0.0499 0.25 -0.37 -0.03
Si 0.0136 -0.9654 0.2341 1.50 -0.19 -1.05
S -2.9122 -0.2540 0.5672 -0.64 -0.71 0.24
Br 3.7713 0.6145 0.1553 0.16 0.11 0.05
H 1.1745 1.9693 -0.3328 0.27 0.06 -0.04
H -0.7380 3.9394 -0.3658 0.09 0.15 -0.05
H -0.6952 -1.6102 -2.0737 0.07 0.26 -0.02
H 0.1190 -2.9457 -1.2796 0.27 -0.05 0.05
H -1.5479 -2.5636 -0.8743 -0.15 -0.01 0.11
H -0.6923 -1.1818 2.6200 -0.07 0.04 -0.24
H 0.4346 -2.4662 2.1844 0.06 -0.12 -0.06
H 1.0297 -0.8377 2.5015 0.14 0.06 -0.12
H 2.5401 0.1522 -1.9757 0.00 0.03 -0.06
H 3.1831 -1.3808 -1.2401 0.09 -0.05 -0.02
H -2.9380 2.7364 0.0850 0.05 -0.20 0.05
```
Positions in Å, forces in eV/Å.

Properties
- largest force on an atom (eV Å⁻¹) = 2.7
- E_HOMO (spin up / spin down) (eV) = -7.43 / -7.43
- LUMO energy (spin up / spin down) (Ha) = 0.00852 / 0.00853
- frontier orbital gap (spin up / spin down) (eV) = 7.7 / 7.7
- energy relative to the best compared isomer or geometry (same formula, charge and spin) (kJ/mol) = 127.3

=====

Below is C3H4AgLiO4 as an isolated structure, with properties calculated with the ωB97M-V functional and the def2-TZVPD basis.

Structure (XYZ):
```
13
Properties=species:S:1:pos:R:3:forces:R:3
O -0.4828 0.1127 -0.1694 0.42 0.84 -0.32
C 0.8007 0.0295 -0.6571 -0.99 -3.04 0.27
C -0.5260 -0.3224 1.2050 0.10 -0.08 0.16
O 1.0490 -0.1330 -1.8276 -0.30 1.34 -0.13
O 1.6271 -0.3059 0.3021 0.49 0.51 0.12
C 0.9599 -0.3919 1.5726 -0.04 0.19 0.42
H -1.0480 -1.2843 1.2086 0.22 0.13 0.12
H -1.0692 0.3991 1.8220 0.07 -0.08 -0.27
H 1.2399 -1.3368 2.0466 0.04 0.29 -0.14
H 1.2794 0.4650 2.1761 -0.05 -0.31 -0.06
O -1.3173 1.4339 -2.8389 5.30 0.58 -6.93
Ag -2.3574 1.2559 -1.4892 -5.46 -0.67 6.62
Li -0.1552 0.0782 -3.3508 0.19 0.31 0.12
```
Positions in Å, forces in eV/Å.

Properties
- largest force on an atom (eV Å⁻¹) = 8.7
- E_HOMO (spin up / spin down) (eV) = -13.80 / -13.43
- LUMO energy (spin up / spin down) (Ha) = -0.16609 / -0.19414
- expectation value of S² = 0.757
- charge = +1
- spin multiplicity = 2
- frontier orbital gap (spin up / spin down) (eV) = 9.3 / 8.1
- energy relative to the best compared isomer or geometry (same formula, charge and spin) (kJ/mol) = 117.9

=====

Below is an isolated ion of composition C7H12N4 and charge +2, with properties calculated with the ωB97M-V functional and the def2-TZVPD basis.

Structure (XYZ):
```
23
Properties=species:S:1:pos:R:3:forces:R:3
C -1.4685 -1.3268 0.6004 0.45 1.85 0.23
C -0.2886 -1.7299 1.1106 -3.93 1.11 -2.00
C -1.9283 -0.1008 -0.1647 0.59 0.33 0.63
C -2.0301 1.1424 0.2235 0.49 -2.11 0.24
C 1.3270 -0.2624 0.1593 -1.43 0.79 0.68
C 2.6695 0.2691 -0.0327 -1.51 -1.14 -0.49
C -2.5430 -0.5255 -1.4525 -0.64 -0.20 -1.48
N 0.9598 -1.2505 0.9320 2.50 3.25 -1.79
N -2.2259 2.2620 0.7344 -0.85 -0.81 0.15
N 3.1452 1.3381 0.5919 0.20 -1.13 -1.39
N 3.1997 -0.2728 -1.1127 -0.65 -0.62 0.15
H -2.3912 -1.9099 0.6814 0.69 -0.40 0.51
H -0.4249 -2.6168 1.5703 0.52 -2.92 1.73
H -1.8185 -1.2136 -1.9655 -1.00 -0.23 0.91
H -3.5989 -0.9899 -1.1573 2.21 1.00 -1.44
H -2.4407 0.2954 -2.2156 -1.37 -0.44 0.88
H 1.7357 -1.6290 1.3725 1.13 -1.91 1.87
H -1.7910 3.0774 0.4821 2.39 2.24 -1.19
H -2.9434 2.5430 1.3565 -1.63 -0.67 0.90
H 2.6338 1.5734 1.3878 -0.48 1.03 1.43
H 3.6986 2.0278 0.0994 0.15 -0.06 0.33
H 2.6404 -0.9662 -1.6382 0.87 0.77 0.31
H 3.8835 0.2656 -1.5631 1.30 0.26 -1.18
```
Positions in Å, forces in eV/Å.

Properties
- largest force on an atom (eV Å⁻¹) = 4.5
- E_HOMO (eV) = -16.69
- LUMO energy (Ha) = -0.28684
- charge = +2
- frontier orbital gap (eV) = 8.9
- energy relative to the best compared isomer or geometry (same formula, charge and spin) (kJ/mol) = 440.1

=====

Below is a 2-piece molecular cluster, C4H10N2P overall, with properties calculated with the ωB97M-V functional and the def2-TZVPD basis.

Structure (XYZ):
```
17
Properties=species:S:1:pos:R:3:forces:R:3
C 1.0367 -1.2580 0.8080 1.55 2.34 -1.58
C 2.2177 0.1494 -0.5164 0.20 2.90 -0.58
C 1.5115 0.9898 0.6364 -0.46 -1.60 -1.46
C -3.7913 0.2007 -0.9528 0.79 1.78 2.06
N 1.7179 -1.2063 -0.3180 -0.09 -0.37 -1.69
N 0.9773 -0.1248 1.4239 0.05 0.97 4.11
P -2.2398 0.0961 -0.0647 0.83 -0.41 -0.12
H 1.9121 0.5338 -1.5600 0.84 -0.59 1.70
H 3.3171 0.3260 -0.2697 -1.21 -1.02 -1.00
H 2.1396 1.7202 1.0740 1.10 -0.05 1.09
H 0.6443 1.5518 0.4140 -1.00 0.61 -1.15
H -4.1283 1.0622 -0.3006 -0.65 -0.67 -0.81
H -4.3946 -0.6426 -0.8441 -1.17 -1.30 0.40
H -3.7817 0.5130 -1.9504 0.26 0.59 -1.54
H 1.5445 -1.8135 -1.1651 0.34 0.71 1.80
H 0.6972 0.0079 2.4646 0.38 -0.61 -2.69
H 0.6199 -2.1057 1.1208 -1.76 -3.26 1.46
```
Positions in Å, forces in eV/Å.

Properties
- largest force on an atom (eV Å⁻¹) = 4.2
- E_HOMO (spin up / spin down) (eV) = -11.24 / -11.24
- LUMO energy (spin up / spin down) (Ha) = -0.15443 / -0.15445
- charge = +1
- frontier orbital gap (spin up / spin down) (eV) = 7.0 / 7.0
- energy relative to the best compared isomer or geometry (same formula, charge and spin) (kJ/mol) = 257.0

=====

Below is a 2-piece molecular cluster, C19H29N2O3 overall, with properties calculated with the ωB97M-V functional and the def2-TZVPD basis.

Structure (XYZ):
```
53
Properties=species:S:1:pos:R:3:forces:R:3
C 6.2207 -2.1364 3.5997 0.03 -0.08 0.02
O 5.5815 -0.8359 3.6314 -1.81 -0.14 0.17
C 4.2227 -0.8069 3.5899 0.80 -0.21 -0.42
C 3.5704 0.4572 3.5461 0.16 -0.03 0.00
C 2.2172 0.5224 3.3047 0.11 0.04 -0.26
C 1.4438 -0.6566 3.1281 -0.70 -0.14 -0.62
C 0.0492 -0.5724 2.8517 0.49 -0.52 1.64
O -0.7178 -1.6045 3.0795 1.20 0.70 -0.24
C -2.0791 -1.3929 3.5007 -0.84 0.19 -0.29
C 2.0887 -1.9118 3.2613 0.23 -0.09 0.32
C 3.4410 -1.9891 3.5042 -0.06 -0.28 -0.12
H 7.2910 -1.9411 3.6018 -0.15 0.09 0.00
H 5.9622 -2.7307 4.4880 0.02 0.26 -0.25
H 5.9533 -2.6823 2.6840 0.04 0.23 0.25
H 4.1707 1.3596 3.6592 -0.18 -0.25 0.00
H 1.6919 1.4743 3.2595 0.32 -0.02 -0.05
H -0.4323 0.3867 2.6249 0.10 -0.19 0.04
H -2.4677 -2.3932 3.6958 0.00 0.25 -0.12
H -2.1202 -0.7957 4.4234 0.23 -0.20 -0.35
H -2.6425 -0.8990 2.6952 0.13 -0.20 0.27
H 1.5016 -2.8201 3.1696 0.12 0.09 -0.04
H 3.9112 -2.9737 3.5780 -0.24 0.48 -0.03
C 1.8437 -0.3523 -3.7549 -0.12 -0.66 0.26
N 1.0731 0.8400 -3.7142 0.57 0.50 0.02
C -0.0412 0.9681 -4.6053 0.47 0.46 -0.16
C -1.4203 1.0759 -3.9310 -0.10 -0.16 -0.39
C -1.4106 1.1831 -2.4149 1.38 0.26 0.67
N -2.6482 1.1148 -1.8077 -0.50 0.23 0.43
C -3.7721 0.7206 -2.6455 -0.37 -0.78 0.09
C -5.1057 0.7527 -1.9167 0.22 -0.10 0.22
O -4.9996 0.0930 -0.6482 0.27 0.78 -0.01
C -4.0897 0.7902 0.2031 -0.25 0.04 -0.44
C -2.6739 0.8372 -0.3737 -0.28 -0.39 -0.31
C -0.2416 1.3555 -1.7170 -1.09 -0.43 -0.42
C 1.0177 1.6008 -2.4779 0.17 -0.06 -1.07
H 2.8205 -0.1754 -3.2849 -0.10 -0.13 -0.28
H 1.3606 -1.1938 -3.2215 0.16 -0.11 -0.02
H 1.9708 -0.6621 -4.8010 0.23 0.04 0.31
H 0.1151 1.8708 -5.2193 -0.15 -0.11 0.00
H -0.0138 0.1142 -5.2981 -0.15 0.30 0.22
H -1.9236 1.9495 -4.3785 -0.03 -0.31 0.29
H -1.9855 0.1821 -4.2580 0.03 0.50 0.46
H -3.8548 1.3830 -3.5176 0.12 -0.23 0.25
H -3.6296 -0.3175 -3.0001 -0.05 0.27 -0.04
H -5.4390 1.8084 -1.8207 -0.07 -0.54 0.25
H -5.8308 0.1552 -2.4893 0.14 0.47 0.17
H -4.4258 1.8330 0.3881 -0.15 -0.53 -0.01
H -4.0848 0.2034 1.1348 -0.01 0.46 -0.15
H -2.2005 -0.1422 -0.1692 0.17 0.15 -0.13
H -2.1159 1.6168 0.1648 -0.02 -0.15 -0.18
H -0.1458 1.3162 -0.6299 -0.43 0.19 -0.32
H 1.9046 1.3609 -1.8839 -0.10 0.09 -0.07
H 1.0894 2.6599 -2.7885 0.06 -0.06 0.42
```
Positions in Å, forces in eV/Å.

Properties
- largest force on an atom (eV Å⁻¹) = 1.8
- E_HOMO (eV) = -9.32
- LUMO energy (Ha) = -0.19370
- charge = +1
- frontier orbital gap (eV) = 4.0
- energy relative to the best compared isomer or geometry (same formula, charge and spin) (kJ/mol) = 523.7

=====

Below is a single C5H10 molecule, with properties calculated with the ωB97M-V functional and the def2-TZVPD basis.

Structure (XYZ):
```
15
Properties=species:S:1:pos:R:3:forces:R:3
C -0.8881 -0.7686 0.4988 -0.12 -0.03 0.10
C -1.0929 0.5665 -0.2332 -0.06 -0.05 -0.20
C 0.2630 1.2606 -0.0649 0.00 0.10 -0.04
C 1.2381 0.1201 -0.4015 0.03 -0.05 -0.01
C 0.5930 -1.1360 0.2354 0.14 -0.09 -0.07
H -1.0484 -0.6660 1.5796 -0.06 0.15 -0.20
H -1.5910 -1.5308 0.1497 0.15 0.02 0.04
H -1.2498 0.3607 -1.3047 0.11 0.03 0.19
H -1.9748 1.1370 0.0780 0.26 -0.05 0.23
H 0.3806 2.1446 -0.7016 0.02 -0.17 0.05
H 0.4038 1.5902 0.9779 -0.08 -0.14 -0.24
H 2.2702 0.2932 -0.0628 -0.34 -0.02 -0.07
H 1.2688 -0.0346 -1.4874 0.05 0.24 0.13
H 1.1119 -1.4018 1.1611 -0.14 -0.04 -0.08
H 0.6735 -1.9933 -0.4417 0.04 0.10 0.16
```
Positions in Å, forces in eV/Å.

Properties
- largest force on an atom (eV Å⁻¹) = 0.4
- E_HOMO (eV) = -11.02
- LUMO energy (Ha) = 0.04644
- frontier orbital gap (eV) = 12.3
- SMILES = C1CCCC1
- energy relative to the best compared isomer or geometry (same formula, charge and spin) (kJ/mol) = 3.3

=====

Below is a 3-piece molecular cluster, C3H11NO2 overall, with properties calculated with the ωB97M-V functional and the def2-TZVPD basis.

Structure (XYZ):
```
17
Properties=species:S:1:pos:R:3:forces:R:3
N -3.8864 -0.3141 2.4600 0.07 -0.14 -0.64
C -2.8799 -0.4963 1.3999 -0.48 2.01 2.21
C -0.9274 -1.0743 3.0229 0.28 0.93 -0.68
C -1.4669 -0.5426 1.8809 0.82 -0.59 0.93
H -3.6165 0.3433 3.1706 -0.15 -0.35 0.24
H -4.4614 -1.0902 2.7181 0.20 -0.12 0.41
H -3.0068 0.4313 0.8492 0.19 -0.38 -1.21
H -3.0718 -1.4244 0.8677 -0.09 0.27 -0.39
H -1.0741 -0.6915 4.0290 -1.38 -1.43 0.30
H 0.0112 -1.6057 2.8627 0.66 1.14 0.29
H -0.6809 -0.0499 1.3045 -0.12 -1.35 -1.44
H 4.2650 4.7862 -2.7024 0.37 -0.55 -0.19
H 4.6824 3.3601 -3.2905 0.40 0.29 0.21
O 3.9688 3.9808 -3.1464 -0.78 0.26 -0.02
H 4.7511 -2.1094 -5.1743 0.39 0.23 -0.75
H 3.4262 -1.8500 -4.7362 -0.65 0.44 -0.41
O 3.9673 -1.6532 -5.5158 0.26 -0.67 1.16
```
Positions in Å, forces in eV/Å.

Properties
- largest force on an atom (eV Å⁻¹) = 3.0
- E_HOMO (eV) = -8.12
- LUMO energy (Ha) = 0.02456
- frontier orbital gap (eV) = 8.8
- SMILES = C=CCN.O.O
- energy relative to the best compared isomer or geometry (same formula, charge and spin) (kJ/mol) = 311.2

=====

Which value of energy relative to the best compared isomer or geometry (same formula, charge and spin) does entry 8 give?
3.3 kJ/mol

=====

Among the records above, which one has the highest energy relative to the best compared isomer or geometry (same formula, charge and spin)?
C19H29N2O3

=====

Among the records above, which one has the lowest largest force on an atom?
C5H10

=====

Which value of energy relative to the best compared isomer or geometry (same formula, charge and spin) does entry 7 give?
523.7 kJ/mol